1.
Below is a 2-piece molecular cluster, C2H3N2O2 overall in a non-equilibrium geometry, with properties calculated with ωB97M-V with the def2-TZVPD basis set.

Net charge = -1
Orbital gap (spin up / spin down) = 7.388 / 7.273 eV
Energy above the lowest of the compared OMol25 structures with the same formula, charge and spin = 84.7 kcal/mol

XYZ file:
```
9
C2H3N2O2 (ωB97M-V with the def2-TZVPD basis set)
C 1.582 1.560 3.094
C 0.082 -0.307 0.071
N 1.693 2.676 2.806
N 1.337 -1.455 1.621
O 1.351 0.398 3.343
O 0.171 -1.146 1.211
H -0.723 -0.718 -0.505
H 0.974 0.048 -0.635
H -0.241 0.615 0.511
```

---

2.
Below is an isolated ion of composition C2H3N2O2 and charge -1 in a non-equilibrium geometry, with properties calculated with ωB97M-V with the def2-TZVPD basis set.

Net charge = -1
Orbital gap = 6.235 eV
Energy above the lowest of the compared OMol25 structures with the same formula, charge and spin = 97.3 kcal/mol

XYZ file:
```
9
C2H3N2O2 (ωB97M-V with the def2-TZVPD basis set)
C -0.714 -0.756 -1.577
C 0.848 0.348 0.702
N 0.482 -0.856 0.249
N 0.403 -1.104 -1.148
O -0.441 1.036 0.928
O -1.773 -0.190 -1.667
H 0.713 0.499 1.753
H 1.596 0.697 -0.057
H -1.114 0.326 0.819
```

---

3.
Below is a 2-piece molecular cluster, C2H3N2O2 overall in a non-equilibrium geometry, with properties calculated with ωB97M-V with the def2-TZVPD basis set.

Multiplicity = 3
Net charge = -1
Orbital gap (spin up / spin down) = 5.435 / 7.547 eV
Energy above the lowest of the compared OMol25 structures with the same formula, charge and spin = 110.4 kcal/mol

XYZ file:
```
9
C2H3N2O2 (ωB97M-V with the def2-TZVPD basis set)
C 0.102 -0.826 0.693
C 2.061 0.107 -0.283
N -0.923 0.130 0.409
N -1.973 -0.187 -0.302
O -2.940 0.591 -0.185
O 2.903 0.917 0.151
H -0.419 -1.615 0.025
H 2.175 -0.120 -1.441
H -0.987 1.003 0.933
```